A cluster of 2 separate species, CH5ISi in total at a distorted geometry. Source: the Open Molecules 2025 dataset; level of theory: the ωB97M-V functional and the def2-TZVPD basis.

Geometry as XYZ:
```
8
Properties=species:S:1:pos:R:3:forces:R:3:mulliken_charge:R:1
C -0.60608 -0.97482 0.32978 4.0 -2.2 1.3 -0.83
Si -0.02664 0.77299 -0.20310 1.2 -3.0 0.6 0.46
I -1.85180 -1.06891 2.12075 0.6 0.1 -0.9 0.01
H -0.86854 -1.82258 -0.32605 -0.2 0.8 0.2 0.46
H 0.77171 -1.54957 0.73373 -3.9 1.7 -0.9 0.19
H -1.05638 1.42520 -0.79282 -2.3 1.7 -1.0 -0.13
H 0.20433 1.25396 1.17830 0.7 0.5 -0.4 -0.09
H 0.89946 0.53054 -1.41558 0.0 0.4 1.3 -0.06
```
Forces are in eV/Å.

Values from the calculation:
Lowest unoccupied orbital energy   0.1 eV
Gap between HOMO and LUMO   9.423 eV
ΔE to the lowest compared entry with this formula, charge and spin   68.9 kcal/mol